Below is the molecule C3H8N2S, with properties calculated with ωB97M-V/def2-TZVPD.

Structure (ORCA input):
```
! RIJCOSX wB97M-V def2-TZVPD def2/J DEFGRID3
* xyz 0 1
N -1.7899 0.3072 0.8839
C -0.9352 0.0985 -0.2503
C 0.3615 -0.5483 -0.1632
S 1.0133 -0.7225 1.3897
C 0.2493 0.7722 -0.9166
N 0.3898 0.7709 -2.4502
H -2.0454 -0.5630 1.6898
H -2.6395 0.8338 0.6441
H -1.5245 -0.4969 -0.8664
H 0.6233 -1.4953 -0.5560
H 0.6594 0.7432 1.9176
H 0.6205 1.6055 -0.4186
H -0.2151 -0.2572 -2.8038
H 0.0550 1.7077 -2.8968
*
```

Summary:
ΔE to the lowest compared entry with this formula, charge and spin   5.119 eV
Electronic energy   -17051.611 eV
HOMO   -8.410 eV
Structure (SMILES)   N[C@@H]1C(S)[C@H]1N
Orbital gap   0.3386 Ha
M   104.18 g mol⁻¹